(1)
The following is a quantum chemistry calculation of a cluster of 2 separate species, C19H22N2O5 in total, from the Open Molecules 2025 dataset.

Each atom is followed by the atoms it is bonded to, with distances in Å.
Geometry (Å):
1 O -2.2037 -0.6651 3.7000  C2 1.227
2 C -2.7249 0.4365 3.5613  O1 1.227, C3 1.469, H17 1.086
3 C -2.1721 1.4596 2.6638  C2 1.469, C4 1.400, C16 1.405
4 C -0.9669 1.2362 1.9873  C3 1.400, C5 1.393, H18 1.087
5 C -0.4614 2.1907 1.1073  C4 1.393, C6 1.406, H19 1.085
6 C -1.1564 3.3888 0.8649  C5 1.406, O7 1.379, C14 1.403
7 O -0.7197 4.3275 -0.0463  C6 1.379, C8 1.373
8 C -0.0528 3.8253 -1.1360  O7 1.373, C9 1.397, C13 1.406
9 C 1.2423 4.2752 -1.4063  C8 1.397, C10 1.399, H20 1.085
10 C 1.9785 3.7273 -2.4625  C9 1.399, C11 1.399, H21 1.086
11 C 1.4140 2.7289 -3.2634  C10 1.399, C12 1.398, H22 1.086
12 C 0.1093 2.2901 -3.0189  C11 1.398, C13 1.398, H23 1.086
13 C -0.6223 2.8405 -1.9621  C8 1.406, C12 1.398, H24 1.086
14 C -2.3303 3.6425 1.5908  C6 1.403, O15 1.368, C16 1.398
15 O -2.9965 4.8263 1.4243  C14 1.368, H25 0.974
16 C -2.8362 2.6834 2.4728  C3 1.405, C14 1.398, H26 1.086
17 H -3.6424 0.6479 4.1019  C2 1.086
18 H -0.4170 0.3129 2.1536  C4 1.087
19 H 0.4819 1.9889 0.6101  C5 1.085
20 H 1.6802 5.0406 -0.7735  C9 1.085
21 H 2.9883 4.0767 -2.6586  C10 1.086
22 H 1.9872 2.3014 -4.0811  C11 1.086
23 H -0.3347 1.5239 -3.6481  C12 1.086
24 H -1.6327 2.4940 -1.7672  C13 1.086
25 H -2.5056 5.3707 0.7834  O15 0.974
26 H -3.7600 2.9039 2.9998  C16 1.086
27 C -0.4461 -4.6468 2.0450  N28 1.462, H37 1.093, H38 1.091, H39 1.093
28 N 0.0111 -3.9522 0.8430  C27 1.462, C29 1.341, H40 1.009
29 C 0.4164 -2.6739 0.8206  N28 1.341, O30 1.222, C31 1.546
30 O 0.4103 -1.9798 1.8266  C29 1.222
31 C 0.9228 -2.0818 -0.5149  C29 1.546, C32 1.532, N33 1.466, H41 1.090
32 C 0.0439 -0.9265 -1.0058  C31 1.532, H42 1.091, H43 1.085, H44 1.091
33 N 0.9966 -3.0690 -1.5959  C31 1.466, C34 1.332, H45 1.008
34 C 1.9445 -3.9862 -1.7812  N33 1.332, C35 1.516, O36 1.219
35 C 3.1565 -4.0230 -0.8705  C34 1.516, H46 1.089, H47 1.088, H48 1.088
36 O 1.8319 -4.8062 -2.6760  C34 1.219
37 H 0.3100 -4.5624 2.8292  C27 1.093
38 H -0.6223 -5.7013 1.8273  C27 1.091
39 H -1.3705 -4.1891 2.4053  C27 1.093
40 H 0.0328 -4.4659 -0.0249  N28 1.009
41 H 1.9185 -1.6795 -0.3261  C31 1.090
42 H -0.9765 -1.2744 -1.1722  C32 1.091
43 H 0.0314 -0.1417 -0.2559  C32 1.085
44 H 0.4487 -0.5172 -1.9321  C32 1.091
45 H 0.2422 -3.0871 -2.2638  N33 1.008
46 H 3.8275 -4.8117 -1.2090  C35 1.089
47 H 3.6773 -3.0691 -0.9179  C35 1.088
48 H 2.8469 -4.2298 0.1518  C35 1.088

Properties
- net charge = 0
- DFT total energy (eV) = -33278.10830
- energy relative to the best compared isomer or geometry (same formula, charge and spin) (eV) = 2.038
- E_LUMO (eV) = 0.234

(2)
The following is a quantum chemistry calculation of an isolated molecule of C19H22N2O5S, from the Open Molecules 2025 dataset.

Each atom is followed by the atoms it is bonded to, with distances in Å.
Geometry (Å):
1 C -1.8522 -2.4337 5.0913  O2 1.407, H28 1.089, H29 1.095, H30 1.095
2 O -1.0161 -2.5951 3.9710  C1 1.407, C3 1.356
3 C -0.2984 -1.5298 3.5368  O2 1.356, C4 1.386, C25 1.420
4 C -0.3297 -0.2646 4.1023  C3 1.386, C5 1.390, H31 1.078
5 C 0.4335 0.7677 3.5690  C4 1.390, C6 1.372, H32 1.077
6 C 1.2368 0.5088 2.4869  C5 1.372, S7 1.782, C24 1.386
7 S 2.1462 1.8110 1.6796  C6 1.782, O8 1.431, O9 1.432, N10 1.694
8 O 3.5119 1.4404 1.4682  S7 1.431
9 O 1.8735 3.0668 2.3114  S7 1.432
10 N 1.4540 1.7993 0.1334  S7 1.694, C11 1.388, H33 1.012
11 C 0.0738 1.7167 0.0161  N10 1.388, C12 1.394, C16 1.403
12 C -0.7355 2.4793 0.8563  C11 1.394, C13 1.380, H34 1.077
13 C -2.1103 2.4056 0.7570  C12 1.380, C14 1.387, H35 1.080
14 C -2.7044 1.5776 -0.1835  C13 1.387, C15 1.382, H36 1.079
15 C -1.9102 0.8379 -1.0386  C14 1.382, C16 1.390, H37 1.080
16 C -0.5241 0.9025 -0.9569  C11 1.403, C15 1.390, C17 1.491
17 C 0.3335 0.0451 -1.8246  C16 1.491, O18 1.229, N19 1.341
18 O 1.1932 -0.6954 -1.3516  C17 1.229
19 N 0.1196 0.1040 -3.1475  C17 1.341, C20 1.449, C23 1.457
20 C -0.6654 1.0866 -3.8669  N19 1.449, C21 1.527, H38 1.097, H39 1.091
21 C 0.1049 1.2620 -5.1740  C20 1.527, C22 1.528, H40 1.090, H41 1.088
22 C 0.6075 -0.1553 -5.4448  C21 1.528, C23 1.527, H42 1.091, H43 1.087
23 C 0.9627 -0.6681 -4.0512  N19 1.457, C22 1.527, H44 1.095, H45 1.093
24 C 1.3022 -0.7472 1.9056  C6 1.386, C25 1.384, H46 1.076
25 C 0.5299 -1.7782 2.4108  C3 1.420, C24 1.384, O26 1.350
26 O 0.4858 -3.0298 1.9059  C25 1.350, C27 1.414
27 C 1.2840 -3.3147 0.7744  O26 1.414, H47 1.093, H48 1.089, H49 1.094
28 H -2.3094 -3.4079 5.2563  C1 1.089
29 H -1.2827 -2.1460 5.9807  C1 1.095
30 H -2.6364 -1.6927 4.9054  C1 1.095
31 H -0.9546 -0.0635 4.9569  C4 1.078
32 H 0.4087 1.7595 3.9886  C5 1.077
33 H 1.9537 1.1359 -0.4450  N10 1.012
34 H -0.2602 3.1181 1.5819  C12 1.077
35 H -2.7243 2.9958 1.4204  C13 1.080
36 H -3.7794 1.5102 -0.2508  C14 1.079
37 H -2.3650 0.1779 -1.7625  C15 1.080
38 H -1.6691 0.6946 -4.0713  C20 1.097
39 H -0.7598 2.0082 -3.2912  C20 1.091
40 H 0.9469 1.9380 -5.0223  C21 1.090
41 H -0.5195 1.6516 -5.9748  C21 1.088
42 H -0.1927 -0.7572 -5.8769  C22 1.091
43 H 1.4610 -0.1783 -6.1182  C22 1.087
44 H 2.0135 -0.4896 -3.8003  C23 1.095
45 H 0.7675 -1.7358 -3.9244  C23 1.093
46 H 1.9458 -0.8902 1.0548  C24 1.076
47 H 1.0703 -2.6347 -0.0545  C27 1.093
48 H 1.0304 -4.3347 0.4911  C27 1.089
49 H 2.3487 -3.2588 1.0197  C27 1.094

Properties
- net charge = 0
- DFT total energy (eV) = -44112.62336
- energy relative to the best compared isomer or geometry (same formula, charge and spin) (eV) = 2.007
- E_LUMO (eV) = 0.595

(3)
The following is a quantum chemistry calculation of an isolated molecule of C19H22N2O6, from the Open Molecules 2025 dataset.

Each atom is followed by the atoms it is bonded to, with distances in Å.
Geometry (Å):
1 O -0.9602 1.6132 -4.2742  C2 1.208
2 C -0.9734 1.8331 -3.0863  O1 1.208, C3 1.526, N27 1.355
3 C -0.0965 2.8948 -2.4298  C2 1.526, O4 1.414, H28 1.092, H29 1.102
4 O 0.2607 2.6490 -1.0842  C3 1.414, C5 1.358
5 C -0.7044 2.1129 -0.2929  O4 1.358, C6 1.389, C26 1.402
6 C -0.6012 2.2446 1.0860  C5 1.389, C7 1.381, H30 1.077
7 C -1.5349 1.6546 1.9149  C6 1.381, C8 1.395, H31 1.078
8 C -2.6010 0.9345 1.3757  C7 1.395, C9 1.476, C25 1.396
9 C -3.6227 0.2470 2.1885  C8 1.476, O10 1.208, C11 1.533
10 O -4.7424 0.0306 1.7911  C9 1.208
11 C -3.2220 -0.1933 3.6007  C9 1.533, O12 1.425, H32 1.093, H33 1.095
12 O -1.8490 -0.5443 3.7455  C11 1.425, C13 1.329
13 C -1.3481 -1.3740 2.8361  O12 1.329, O14 1.204, C15 1.524
14 O -1.9779 -1.8512 1.9282  C13 1.204
15 C 0.1429 -1.6094 3.0434  C13 1.524, N16 1.443, H34 1.094, H35 1.092
16 N 0.8003 -1.6122 1.7586  C15 1.443, C17 1.361, H36 1.008
17 C 1.3872 -0.4758 1.2926  N16 1.361, O18 1.214, C19 1.518
18 O 1.6229 0.4655 2.0217  C17 1.214
19 C 1.8025 -0.4877 -0.1676  C17 1.518, C20 1.529, C24 1.534, H37 1.096
20 C 0.8397 -1.2099 -1.1102  C19 1.529, C21 1.527, H38 1.093, H39 1.093
21 C 1.3099 -1.0231 -2.5509  C20 1.527, C22 1.526, H40 1.092, H41 1.092
22 C 2.7112 -1.6042 -2.7204  C21 1.526, C23 1.527, H42 1.093, H43 1.091
23 C 3.6894 -0.9507 -1.7475  C22 1.527, C24 1.527, H44 1.092, H45 1.092
24 C 3.2051 -1.0937 -0.3068  C19 1.534, C23 1.527, H46 1.093, H47 1.091
25 C -2.7156 0.8183 -0.0106  C8 1.396, C26 1.381, H48 1.079
26 C -1.7704 1.3857 -0.8420  C5 1.402, C25 1.381, N27 1.396
27 N -1.8097 1.2037 -2.2259  C2 1.355, C26 1.396, H49 1.012
28 H 0.8370 2.9892 -2.9888  C3 1.092
29 H -0.6403 3.8510 -2.5032  C3 1.102
30 H 0.2370 2.7853 1.4923  C6 1.077
31 H -1.4334 1.7744 2.9813  C7 1.078
32 H -3.3922 0.6277 4.3018  C11 1.093
33 H -3.8590 -1.0410 3.8755  C11 1.095
34 H 0.2940 -2.5689 3.5472  C15 1.094
35 H 0.5666 -0.8012 3.6423  C15 1.092
36 H 0.4461 -2.2848 1.0960  N16 1.008
37 H 1.8621 0.5662 -0.4608  C19 1.096
38 H 0.8266 -2.2821 -0.8967  C20 1.093
39 H -0.1751 -0.8260 -0.9818  C20 1.093
40 H 0.6174 -1.5143 -3.2372  C21 1.092
41 H 1.3237 0.0400 -2.7997  C21 1.092
42 H 2.6799 -2.6806 -2.5349  C22 1.093
43 H 3.0528 -1.4527 -3.7458  C22 1.091
44 H 4.6755 -1.4076 -1.8508  C23 1.092
45 H 3.7849 0.1098 -1.9895  C23 1.092
46 H 3.1744 -2.1497 -0.0276  C24 1.093
47 H 3.8917 -0.5843 0.3715  C24 1.091
48 H -3.5355 0.2468 -0.4185  C25 1.079
49 H -2.4768 0.5446 -2.6062  N27 1.012

Properties
- net charge = 0
- DFT total energy (eV) = -35326.93550
- energy relative to the best compared isomer or geometry (same formula, charge and spin) (eV) = 0.000
- E_LUMO (eV) = 0.262

- energy relative to the best compared isomer or geometry (same formula, charge and spin) of number 3 (C19H22N2O6)?
  0.000 eV

- Which value of net charge does entry 1 give?
  0

- Which formula does entry 2 have?
  C19H22N2O5S

- Look up the DFT total energy of the third one.
  -35326.93550 eV